96
Properties=species:S:1:pos:R:3 method="wB97M-V/def2-TZVPD" lumo_energy_ev="-2.58 / -4.59" max_force_ev_per_a=3.1 energy_ha=-8025.0798 e_homo_ev="-10.12 / -10.69" total_charge=+1 de_lowest_ev=1.146 multiplicity=2
Al 0.136 0.274 -0.265
C -0.457 -3.208 -2.170
C 0.148 -1.999 -2.885
C 1.343 -2.463 -3.718
C -0.885 -1.330 -3.786
O 0.600 -1.039 -1.909
Ge 2.221 -0.136 -1.889
O 1.831 -0.333 0.105
C 2.824 -0.645 1.107
C 2.554 0.149 2.378
C 4.197 -0.266 0.557
C 2.763 -2.144 1.387
O 0.885 1.378 -1.474
C 1.100 2.757 -1.854
C 2.284 3.278 -1.041
C 1.406 2.778 -3.348
C -0.141 3.592 -1.567
H -0.595 -4.022 -2.880
H 0.216 -3.547 -1.380
H -1.427 -2.964 -1.738
H 1.030 -3.210 -4.446
H 1.784 -1.624 -4.263
H 2.105 -2.907 -3.073
H -1.294 -2.048 -4.496
H -1.700 -0.926 -3.186
H -0.422 -0.510 -4.338
H 2.526 1.218 2.157
H 1.595 -0.134 2.805
H 3.341 -0.033 3.109
H 4.205 0.786 0.264
H 4.964 -0.420 1.314
H 4.448 -0.876 -0.314
H 1.783 -2.405 1.793
H 2.924 -2.706 0.465
H 3.530 -2.429 2.107
H 3.189 2.720 -1.298
H 2.457 4.336 -1.231
H 2.081 3.138 0.023
H 2.286 2.166 -3.563
H 0.557 2.384 -3.908
H 1.609 3.794 -3.684
H -0.312 3.682 -0.495
H -0.002 4.592 -1.976
H -1.025 3.144 -2.020
O -2.248 1.188 1.919
N -1.335 1.199 1.134
O -1.464 1.445 -0.103
O -0.130 0.923 1.481
Cl -8.240 0.681 2.586
C -6.933 -0.442 2.651
C -5.680 -0.027 3.068
C -4.658 -0.955 3.147
C -4.844 -2.290 2.814
C -3.711 -3.265 3.062
C -3.100 -3.770 1.737
N -2.586 -2.682 0.917
C -3.351 -1.983 0.018
C -2.557 -1.019 -0.504
N -1.298 -1.124 0.056
C -1.361 -2.132 0.920
O -4.171 -4.383 3.797
C -3.367 -4.812 4.883
C -3.199 -3.819 6.007
C -4.168 -3.004 6.521
Cl -5.821 -2.933 6.092
S -3.579 -2.002 7.798
C -2.022 -2.711 7.681
C -1.966 -3.646 6.699
C -6.108 -2.671 2.352
Cl -6.451 -4.292 1.845
C -7.149 -1.759 2.279
H -5.508 1.005 3.343
H -3.684 -0.630 3.487
H -2.936 -2.733 3.617
H -3.882 -4.277 1.179
H -2.302 -4.483 1.946
H -4.382 -2.229 -0.171
H -2.784 -0.275 -1.244
H -0.532 -2.480 1.512
H -2.371 -5.110 4.529
H -3.873 -5.705 5.254
H -1.243 -2.399 8.359
H -1.085 -4.230 6.467
H -8.125 -2.079 1.943
C 2.160 -1.872 5.572
S 2.175 -0.160 6.148
C 0.627 0.569 5.846
C -0.446 0.217 5.020
S -0.594 -1.095 3.992
S -1.781 1.375 5.044
C -1.096 2.530 6.137
S -1.824 3.913 6.581
S 0.477 2.059 6.729
H 3.034 -2.328 6.037
H 2.238 -1.909 4.491
H 1.254 -2.362 5.906

87
Properties=species:S:1:pos:R:3 method="wB97M-V/def2-TZVPD" lumo_energy_ev="-1.54 / -0.73" max_force_ev_per_a=3.4 energy_ha=-2957.9151 e_homo_ev="-7.62 / -7.62" de_lowest_ev=0.686 multiplicity=7
Eu -5.707 -20.273 -6.973
O -4.415 -24.447 -0.998
C -5.460 -24.082 -1.527
O -6.618 -23.945 -1.110
C -5.315 -23.544 -3.015
C -4.131 -23.283 -3.649
C -4.063 -22.701 -4.923
N -5.150 -22.236 -5.510
C -6.325 -22.609 -4.938
C -6.499 -23.227 -3.737
C -7.636 -22.234 -5.650
O -8.699 -22.507 -5.126
O -7.434 -21.539 -6.825
H -3.279 -23.630 -3.107
H -3.091 -22.564 -5.445
H -7.450 -23.431 -3.326
O -7.809 -18.988 -7.411
C -7.993 -17.787 -8.143
C -6.604 -17.416 -8.741
C -6.501 -16.461 -9.712
C -5.248 -16.162 -10.200
C -4.149 -16.779 -9.706
C -4.306 -17.778 -8.769
N -5.519 -18.087 -8.300
H -8.571 -19.568 -7.373
H -8.266 -17.013 -7.425
H -8.657 -17.908 -9.012
H -7.412 -15.961 -10.056
H -5.098 -15.414 -11.070
H -3.148 -16.580 -10.074
H -3.413 -18.296 -8.402
C -1.007 -23.348 -14.469
C -2.391 -24.015 -14.195
C -3.185 -24.108 -15.562
C -2.258 -25.444 -13.650
C -3.138 -23.149 -13.110
C -4.079 -22.265 -13.563
C -4.756 -21.338 -12.796
C -4.413 -21.257 -11.476
O -4.998 -20.618 -10.369
B -4.422 -21.227 -9.190
O -3.517 -22.155 -9.584
C -3.493 -22.209 -10.946
C -2.796 -23.127 -11.725
H -0.331 -24.103 -14.896
H -0.565 -23.054 -13.475
H -0.987 -22.466 -15.120
H -2.670 -24.739 -16.249
H -3.515 -23.152 -16.003
H -4.163 -24.683 -15.422
H -2.088 -26.080 -14.529
H -3.142 -25.730 -13.087
H -1.358 -25.677 -13.016
H -4.495 -22.357 -14.566
H -5.594 -20.697 -12.993
H -2.064 -23.775 -11.279
C -5.968 -16.461 -2.671
C -5.304 -16.928 -4.007
C -5.976 -16.194 -5.243
P -4.906 -18.679 -4.383
C -5.859 -19.738 -3.203
C -7.347 -19.736 -3.601
C -5.557 -19.662 -1.704
C -3.086 -18.890 -4.016
C -2.518 -18.242 -2.780
C -2.370 -18.482 -5.294
H -6.130 -15.360 -2.805
H -5.324 -16.502 -1.783
H -6.934 -16.944 -2.551
H -4.254 -16.478 -3.941
H -6.950 -16.605 -5.406
H -5.402 -16.119 -6.167
H -6.234 -15.181 -4.952
H -5.642 -20.762 -3.450
H -7.798 -18.808 -3.253
H -7.922 -20.497 -3.133
H -7.511 -19.886 -4.645
H -5.489 -18.652 -1.297
H -4.615 -20.149 -1.504
H -6.335 -20.189 -1.150
H -3.005 -19.947 -4.000
H -2.984 -17.299 -2.520
H -1.416 -18.196 -2.907
H -2.681 -18.909 -1.862
H -2.629 -17.392 -5.549
H -2.640 -19.118 -6.179
H -1.246 -18.609 -5.192

101
Properties=species:S:1:pos:R:3 method="wB97M-V/def2-TZVPD" lumo_energy_ev=-4.76 max_force_ev_per_a=3.3 energy_ha=-3232.7664 e_homo_ev=-9.84 total_charge=+1
C 6.844 -2.186 -0.318
C 6.181 -2.359 -1.571
C 6.702 -1.596 -2.793
O 7.483 -0.687 -2.655
O 6.323 -1.931 -4.115
C 4.933 -1.563 -4.251
C 4.534 -1.450 -5.787
C 3.616 -2.658 -6.225
C 2.235 -2.733 -5.474
C 1.411 -1.388 -5.497
C 1.796 -0.478 -4.243
O 0.566 0.171 -3.828
C 0.802 1.143 -2.877
O 1.886 1.591 -2.648
C -0.512 1.634 -2.172
C -1.554 2.119 -3.107
C -2.800 2.545 -2.526
N -2.995 2.488 -1.175
F -4.214 2.874 -0.749
C -2.045 2.069 -0.255
B -2.508 2.091 1.304
O -3.031 3.259 1.838
O -2.383 0.908 2.047
C -3.012 -0.219 1.357
C -1.925 -1.215 0.769
C -0.724 1.608 -0.725
C 0.365 1.128 0.263
C 1.604 2.143 0.243
C 1.690 3.050 1.551
N 3.028 3.731 1.500
H 7.754 -2.789 -0.063
H 6.413 -1.476 0.435
H 5.304 -3.054 -1.600
H 4.293 -2.340 -3.734
H 4.698 -0.592 -3.725
H 5.508 -1.463 -6.342
H 4.047 -0.464 -6.006
H 3.462 -2.572 -7.336
H 4.177 -3.599 -5.962
H 2.307 -3.072 -4.407
H 1.610 -3.500 -6.010
H 1.515 -0.823 -6.458
H 0.306 -1.587 -5.378
H 2.588 0.219 -4.604
H 2.200 -1.104 -3.398
H -1.361 2.136 -4.203
H -3.604 2.921 -3.203
H -3.752 3.015 2.449
H -3.784 0.083 0.601
H -3.560 -0.815 2.155
H -1.809 -1.120 -0.346
H -2.238 -2.271 0.977
H -0.923 -1.071 1.256
H 0.779 0.116 -0.006
H 0.028 1.060 1.325
H 1.548 2.865 -0.617
H 2.544 1.535 0.215
H 1.564 2.463 2.491
H 0.943 3.885 1.440
H 3.732 2.996 1.652
H 3.174 3.994 0.515
C -5.622 -4.978 0.235
C -4.561 -5.716 0.993
O -3.726 -4.671 1.466
C -4.537 -3.587 1.611
O -4.245 -2.613 2.234
O -5.719 -3.754 0.965
F -3.838 -6.512 0.173
H -5.331 -4.763 -0.796
H -6.574 -5.507 0.226
H -4.933 -6.300 1.838
C 2.789 4.189 5.590
C 3.079 2.720 5.641
O 4.378 2.669 6.188
C 4.489 3.777 6.986
O 5.330 3.927 7.806
O 3.505 4.679 6.720
F 3.112 2.189 4.389
H 3.174 4.659 4.684
H 1.725 4.408 5.675
H 2.394 2.144 6.268
C -10.375 -7.190 2.033
C -10.280 -6.640 0.641
O -8.914 -6.828 0.316
C -8.513 -7.922 1.031
O -7.516 -8.530 0.813
O -9.398 -8.229 2.015
F -10.553 -5.313 0.619
H -10.108 -6.454 2.794
H -11.364 -7.586 2.260
H -10.905 -7.156 -0.092
C 2.777 8.096 1.973
C 2.230 8.119 3.371
O 2.837 6.991 3.969
C 4.032 6.827 3.323
O 4.920 6.153 3.727
O 4.073 7.538 2.164
F 0.885 7.942 3.374
H 2.198 7.450 1.308
H 2.838 9.089 1.532
H 2.485 9.017 3.939

102
Properties=species:S:1:pos:R:3 method="wB97M-V/def2-TZVPD" lumo_energy_ev=-0.87 max_force_ev_per_a=0.8 energy_ha=-11218.2185 smiles="CC(=O)OCCc1cc2c(c(COC(F)(F)F)c1CC(=O)Br)C(=O)N(CC(=O)O)C2=O.ClCCCl.ClCCCl.ClCCCl.ClCCCl.ClCCCl.ClCCCl.ClCCCl" e_homo_ev=-10.15
C 2.399 -4.773 -0.906
C 2.321 -5.589 -2.160
O 2.311 -6.784 -2.178
O 2.270 -4.851 -3.318
C 0.992 -4.859 -3.969
C 0.665 -3.423 -4.373
C 0.421 -2.584 -3.135
C 1.505 -1.874 -2.613
C 1.306 -1.115 -1.481
C 0.066 -1.076 -0.853
C -1.021 -1.794 -1.330
C -2.333 -1.734 -0.592
O -2.615 -3.058 -0.078
C -3.909 -3.296 0.193
F -4.014 -4.527 0.665
F -4.687 -3.200 -0.901
F -4.409 -2.446 1.099
C -0.834 -2.549 -2.503
C -1.986 -3.319 -3.100
C -2.598 -2.575 -4.267
O -2.727 -1.403 -4.343
Br -3.271 -3.731 -5.669
C 0.229 -0.181 0.342
O -0.358 -0.190 1.382
N 1.362 0.673 0.040
C 0.964 1.851 -0.744
C 0.835 3.088 0.132
O 1.422 4.103 -0.092
O 0.018 2.978 1.197
C 2.233 -0.239 -0.695
O 3.413 -0.306 -0.579
H 1.426 -4.339 -0.670
H 3.137 -3.976 -0.981
H 2.677 -5.440 -0.093
H 0.245 -5.209 -3.251
H 1.001 -5.534 -4.823
H -0.192 -3.407 -5.046
H 1.535 -3.004 -4.876
H 2.479 -1.917 -3.084
H -3.143 -1.391 -1.236
H -2.226 -1.075 0.265
H -2.810 -3.433 -2.399
H -1.677 -4.305 -3.435
H 1.680 2.070 -1.533
H -0.008 1.682 -1.237
H -0.522 2.177 1.154
Cl 1.953 3.042 -4.179
C 0.769 2.685 -5.463
C -0.398 1.884 -4.949
Cl 0.082 0.229 -4.486
H 1.289 2.157 -6.258
H 0.413 3.640 -5.845
H -1.153 1.792 -5.728
H -0.847 2.352 -4.077
Cl -0.769 5.183 5.605
C 0.507 4.589 4.497
C 1.015 3.229 4.887
Cl 1.938 3.255 6.421
H 1.305 5.327 4.493
H 0.068 4.533 3.503
H 1.694 2.856 4.124
H 0.199 2.522 5.004
Cl -5.999 -2.560 -3.981
C -6.154 -1.182 -5.099
C -7.590 -0.910 -5.469
Cl -8.279 -2.209 -6.476
H -5.551 -1.403 -5.977
H -5.733 -0.314 -4.594
H -7.645 0.009 -6.049
H -8.214 -0.809 -4.585
Cl 3.336 2.041 2.301
C 4.761 1.589 3.272
C 5.802 2.678 3.291
Cl 6.560 2.901 1.691
H 5.157 0.665 2.859
H 4.413 1.403 4.287
H 6.596 2.414 3.987
H 5.375 3.632 3.589
Cl 10.209 3.914 -3.238
C 9.754 3.599 -1.542
C 8.699 4.553 -1.046
Cl 9.315 6.219 -0.891
H 10.657 3.662 -0.940
H 9.370 2.582 -1.499
H 8.366 4.244 -0.058
H 7.842 4.578 -1.714
Cl -5.295 1.571 3.722
C -3.891 1.135 4.739
C -2.858 2.229 4.778
Cl -2.052 2.450 3.200
H -3.474 0.210 4.347
H -4.263 0.953 5.744
H -2.083 1.972 5.499
H -3.288 3.186 5.058
Cl -2.935 0.102 7.739
C -3.882 -1.333 8.221
C -5.115 -0.962 9.005
Cl -4.716 -0.297 10.608
H -3.225 -1.980 8.795
H -4.171 -1.846 7.306
H -5.720 -1.852 9.167
H -5.712 -0.221 8.477

89
Properties=species:S:1:pos:R:3 method="wB97M-V/def2-TZVPD" lumo_energy_ev="0.41 / 0.41" max_force_ev_per_a=0.5 energy_ha=-2644.4384 e_homo_ev="-6.46 / -6.46" de_lowest_ev=0.155
Mo -0.096 -0.951 -0.664
C 1.774 3.373 0.601
C 0.281 3.202 0.442
C -0.302 3.326 -0.821
C 0.554 3.754 -1.989
C -1.667 3.092 -0.986
C -2.293 3.159 -2.360
C -2.466 2.830 0.131
C -3.954 2.672 -0.070
C -1.889 2.739 1.397
C -2.721 2.407 2.613
C -0.517 2.927 1.552
C 0.101 2.851 2.929
H 2.304 3.081 -0.303
H 2.159 2.742 1.398
H 2.043 4.411 0.825
H 1.062 2.904 -2.452
H 1.322 4.458 -1.673
H -0.031 4.246 -2.762
H -3.125 2.461 -2.451
H -1.583 2.904 -3.143
H -2.683 4.159 -2.577
H -4.197 1.705 -0.524
H -4.341 3.440 -0.741
H -4.509 2.759 0.861
H -3.599 1.831 2.347
H -3.059 3.305 3.139
H -2.153 1.804 3.320
H 0.357 1.819 3.194
H -0.579 3.228 3.692
H 1.011 3.441 2.993
C 5.373 -2.620 3.166
Si 4.275 -1.105 3.086
C 5.021 0.127 1.905
C 4.150 -0.326 4.785
C 2.538 -1.722 2.654
C 1.979 -2.649 3.516
C 0.694 -3.174 3.326
C -0.007 -2.746 2.226
N 0.500 -1.856 1.367
C 1.734 -1.328 1.556
S 2.116 -0.154 0.351
H 6.384 -2.347 3.477
H 5.440 -3.096 2.186
H 4.996 -3.362 3.872
H 6.023 0.380 2.265
H 4.433 1.042 1.846
H 5.106 -0.276 0.896
H 5.133 -0.003 5.135
H 3.744 -1.020 5.524
H 3.498 0.549 4.756
H 2.548 -2.987 4.377
H 0.266 -3.890 4.013
H -1.004 -3.113 2.004
N -0.226 -0.197 -2.195
C -0.363 0.283 -3.487
C 0.712 0.875 -4.145
C 0.546 1.374 -5.427
C -0.686 1.280 -6.062
C -1.753 0.672 -5.411
C -1.595 0.171 -4.130
H 1.667 0.933 -3.639
H 1.382 1.839 -5.932
H -0.814 1.676 -7.061
H -2.713 0.589 -5.905
H -2.414 -0.307 -3.608
C -4.444 -0.839 1.685
N -3.757 -1.675 0.713
C -4.362 -2.773 0.140
C -3.766 -3.525 -0.792
C -2.396 -3.220 -1.216
O -1.776 -3.867 -2.042
N -1.839 -2.134 -0.568
C -2.505 -1.334 0.280
O -1.913 -0.288 0.645
H -5.309 -1.383 2.056
H -4.769 0.096 1.232
H -3.775 -0.614 2.512
H -5.363 -2.976 0.497
H -4.267 -4.375 -1.228
N 2.343 -4.275 -4.107
N 1.792 -3.861 -2.902
N 1.685 -4.657 -1.873
C 1.182 -3.835 -0.964
N 1.022 -2.600 -1.459
N 1.426 -2.632 -2.712
H 1.875 -5.140 -4.358
H 2.104 -3.555 -4.782
H 0.926 -4.128 0.037